Computed, not measured: a 2-piece molecular cluster, C3H9N2O overall, with wB97M-V/def2-TZVPD.

Results
HOMO: -14.1 eV
energy: -8274.684 eV
orbital gap: 0.3394 Ha
relative energy (zero: lowest compared OMol25 entry of this formula, charge and spin): 101.2 kcal/mol
net charge: +1

Element x y z (Å)
N1 -1.32697 -0.98376 1.40177
C1 -0.19980 -0.07971 0.93197
C2 1.31799 -1.00503 -0.21793
C3 -0.33625 0.63776 -0.26377
N2 0.38997 1.75957 -0.68149
O1 -1.45376 0.48611 -1.05274
H1 -2.31411 -0.56339 1.40457
H2 -1.10740 -1.56418 2.16800
H3 -1.39092 0.46637 -2.00901
H4 0.39480 0.40560 1.69554
H5 1.79786 -0.58775 -1.19328
H6 0.90243 -1.97545 -0.39744
H7 2.15245 -0.99897 0.50620
H8 -0.07594 2.54462 -1.19740
H9 1.24966 1.45822 -1.09499